No. 1
A molecular structure, C35H36Cl2NO10PS2Ti, computed with wB97M-V/def2-TZVPD.

Summary:
Energy   -5070.2852 a.u.
Total charge   0
Highest occupied orbital energy   -8.8 eV
Energy above the lowest of the compared OMol25 structures with the same formula, charge and spin   0.536 eV
Gap between HOMO and LUMO   8.35 eV

Each line ends with the Löwdin charge.
Geometry (Å):
H (-0.45246, -2.93287, -0.32838)  0.1204
C (-1.86471, 0.25896, 3.03163)  -0.1199
H (2.72326, 2.06518, 1.25597)  0.1001
Cl (-4.58185, -1.15943, -1.64343)  0.6690
H (0.55200, -1.52338, 4.59258)  0.1082
H (2.00595, 5.53579, 3.64935)  0.1030
H (-3.90813, 0.38648, 3.65528)  0.0927
C (-2.24051, -3.39502, 2.17852)  -0.0637
C (1.15840, 1.86514, 2.71804)  -0.3627
C (0.76502, 3.83607, 4.06076)  -0.0771
H (3.88814, -3.71110, 2.50780)  0.1222
H (-2.17949, 4.88664, 0.25823)  0.0894
H (-2.37775, 3.48534, -0.81663)  0.0906
O (-0.44982, -0.90383, -3.44817)  -0.2630
C (-3.78455, -0.61635, -0.16988)  -0.9950
H (4.17671, -0.24091, -6.42449)  0.1116
H (5.48339, -2.52771, 3.99472)  0.1072
Ti (-0.00666, 0.58013, -0.53997)  1.1035
H (-2.40050, -2.34936, 1.91243)  0.0506
C (-0.42290, -1.09878, 4.38847)  -0.0793
H (0.20467, 5.31498, -0.72959)  0.0898
C (3.13944, -0.11240, 3.63316)  -0.0647
H (5.69570, -0.93388, -4.59323)  0.1104
C (-2.93220, -0.03138, 3.86700)  -0.0802
C (4.57753, -2.03613, 3.66456)  -0.0605
C (-0.60440, -0.27915, 3.28096)  -0.3645
S (0.26062, 0.32560, -3.65205)  0.5439
C (3.69084, -2.69980, 2.83548)  -0.0041
H (4.83125, -1.06906, -2.27467)  0.1135
H (-3.57858, -1.08846, 5.61935)  0.1036
O (2.04802, -3.88798, 0.89291)  0.0122
O (-0.08944, 1.14141, -4.77234)  -0.2612
H (-3.75337, -1.44136, 0.53328)  0.0478
C (1.56836, -2.84432, 1.60438)  -0.3602
C (-2.74626, -0.85812, 4.96682)  -0.0803
P (0.75857, 0.15669, 2.15798)  1.1613
H (-2.54085, 3.29116, 0.93502)  0.0717
O (0.26752, 1.17002, -2.38358)  -0.4041
N (0.33102, -2.58551, 1.54881)  0.1610
C (-0.25915, -3.51732, 0.57263)  -0.2599
H (-2.77961, -3.32784, -0.57664)  0.0532
C (4.29263, -0.74539, 4.07228)  -0.0635
C (4.66273, -0.68901, -4.38634)  -0.0558
H (0.21124, 4.32869, 4.84990)  0.1046
H (1.81887, 0.32684, -5.91755)  0.1168
C (3.81416, -0.30324, -5.40703)  -0.0505
O (1.04299, -1.19687, -1.06127)  -0.3627
C (0.46193, 2.51939, 3.72915)  -0.0719
S (2.39924, -0.58130, -1.09995)  0.5746
C (2.86335, -0.45067, -2.80728)  -0.2141
C (0.88361, -4.51275, 0.30963)  -0.0602
C (1.99963, -0.06357, -3.83804)  -0.2030
H (-0.14094, 3.83249, 1.24422)  0.1216
C (-1.99631, 3.81684, 0.14954)  -0.0269
C (-1.58162, -4.16076, 1.03592)  -0.3603
O (2.13334, 0.79051, -0.56641)  -0.3804
H (3.27025, 4.38160, 1.85724)  0.1089
H (2.94579, 0.89789, 3.96132)  0.1011
C (1.77134, 4.51118, 3.39085)  -0.0858
C (2.24105, -0.75129, 2.77960)  -0.2536
H (0.72510, -5.46756, 0.81851)  0.1238
C (4.18626, -0.76250, -3.08536)  -0.0435
H (1.36236, 3.97258, -0.72322)  0.0842
C (-2.37244, -0.15031, -0.48209)  -0.7145
O (-2.11526, 0.74243, -1.29475)  0.0053
C (-2.53241, -4.30545, -0.15177)  -0.0572
O (3.43462, -1.29235, -0.42743)  -0.2257
C (2.47976, 3.86319, 2.38519)  -0.0745
H (-2.08863, -4.89974, -0.95369)  0.0854
H (-0.03306, 3.92658, -1.81250)  0.0901
C (0.30845, 4.23307, -0.82313)  -0.0211
C (-0.50884, 3.54735, 0.25367)  -0.4327
C (2.17252, 2.55620, 2.04755)  -0.1099
H (-3.46460, -4.78856, 0.14636)  0.0814
O (-1.41500, -0.69676, 0.16224)  -0.1062
H (-1.61585, -3.39347, 3.07004)  0.0707
H (-1.35405, -5.16752, 1.40570)  0.1275
H (-0.32238, 2.00690, 4.27016)  0.1017
C (2.48990, 0.00989, -5.13160)  -0.0399
C (-1.49024, -1.38589, 5.22793)  -0.0799
C (2.52327, -2.07832, 2.41091)  -0.1475
O (-0.30034, 2.13774, 0.14726)  -0.2698
H (4.96851, -0.21913, 4.73416)  0.1070
Cl (-4.66137, 0.72287, 0.59550)  0.6586
H (-3.20164, -3.84954, 2.42972)  0.0857
H (-1.33974, -2.03093, 6.08430)  0.1057
H (-2.01591, 0.91486, 2.18079)  0.0879
H (1.08640, -4.68682, -0.74458)  0.1315

---

No. 2
A molecular structure, C35H36CoN3O3P2, computed with wB97M-V/def2-TZVPD.

Summary:
Energy   -3810.5148 a.u.
Spin multiplicity   2
Total charge   +1
Highest occupied orbital energy (alpha / beta)   -10.4 / -10.4 eV
Energy above the lowest of the compared OMol25 structures with the same formula, charge and spin   0.000 eV
Gap between HOMO and LUMO (alpha / beta)   7.30 / 7.98 eV

Each line ends with the Löwdin charge.
Geometry (Å):
H (-2.51078, -4.35466, -3.54645)  0.1062
P (0.38181, -0.04379, -0.91548)  1.0279
C (-1.27221, -3.02545, -1.27388)  -0.4042
C (-4.61168, -2.41101, -5.35336)  -0.0823
H (6.27046, 2.80113, 1.74099)  0.1024
C (-2.83161, -1.09770, -4.40865)  -0.1026
H (-2.91647, 4.49420, 1.12676)  0.1127
C (-1.98717, -4.34610, 1.07720)  -0.0731
C (4.04421, -2.74442, -1.61147)  -0.0681
C (-2.57948, 0.28423, 1.82208)  -0.0669
C (-1.83085, 0.29673, 0.65606)  -0.1212
H (-0.20510, -5.50555, 0.78762)  0.1062
C (3.93953, 1.88634, 0.42287)  -0.4296
H (-2.26648, -4.85827, 1.98950)  0.1068
C (-3.98625, -1.18873, -5.17954)  -0.0802
C (1.78031, -1.19408, -1.10004)  -0.3756
C (-1.26167, 3.62434, 2.18308)  -0.1690
C (-0.68913, 3.29991, 3.39699)  -0.0155
C (-0.75800, -0.44776, -2.27701)  -0.4909
H (-3.13449, 4.50461, 5.40818)  0.1099
H (4.28519, 0.21703, 1.71367)  0.1051
H (2.76807, 4.16985, 0.20493)  0.0685
C (-0.82831, -4.70611, 0.40736)  -0.0770
O (0.63188, 2.68673, 1.10943)  -0.1379
H (2.38728, -0.06469, -2.83557)  0.1093
C (4.62311, 0.59018, 0.74442)  0.0415
H (0.26399, 2.79392, 3.42214)  0.1122
H (-3.10283, -1.92136, -1.00633)  0.1134
C (-2.92052, -3.45860, -3.99968)  -0.1037
C (-1.37298, 3.62392, 4.56185)  -0.0638
C (5.27350, 2.94519, 2.15588)  -0.0134
C (-0.56399, -0.29485, 0.61419)  -0.3383
H (5.06762, 2.15875, 2.87827)  0.0972
C (3.22538, -3.04073, -0.53410)  -0.0680
H (-4.11723, 5.07029, 3.20916)  0.1115
C (-0.80193, -0.86869, 2.94565)  -0.0623
C (2.61265, -0.90410, -2.18502)  -0.1245
O (3.09707, 1.90409, -0.51517)  -0.0817
C (2.09478, -2.27124, -0.27862)  -0.1083
C (-0.04152, -0.84061, 1.78258)  -0.0764
H (4.36476, -0.13553, -0.02377)  0.0722
O (-0.33213, 3.04665, -1.13644)  -0.1967
H (5.70516, 0.70696, 0.79469)  0.0951
H (0.96683, -1.22569, 1.81396)  0.0901
H (1.43773, -2.56581, 0.52606)  0.0818
C (-2.60417, 4.25686, 4.49835)  -0.0700
N (4.25342, 2.97475, 1.10252)  -0.1070
H (-0.47989, 0.16945, -3.13380)  0.0535
H (-0.93687, 3.37707, 5.52101)  0.1097
H (3.45382, -3.88229, 0.10724)  0.1123
H (-2.23658, 0.79365, -0.21633)  0.1015
C (3.66092, 4.27990, 0.80570)  0.0015
H (5.25243, 3.89987, 2.67208)  0.0942
H (-3.71471, -3.06433, 1.08453)  0.1091
C (-2.44868, -2.68719, -0.60191)  -0.0964
N (-0.53818, 3.25444, 0.97756)  -0.1943
H (4.35638, -1.44797, -3.29836)  0.1127
C (-2.29127, -2.22748, -3.80002)  -0.3932
Co (1.18461, 2.06397, -0.66870)  0.5251
C (-0.47432, -4.04531, -0.76582)  -0.1254
H (-2.35847, -0.13103, -4.30007)  0.0893
C (-4.07227, -3.54889, -4.76386)  -0.0753
C (3.73062, -1.67625, -2.44548)  -0.0681
N (-1.07613, 3.44848, -0.14629)  0.0388
H (-5.51477, -2.48061, -5.94556)  0.1059
H (3.39232, 4.76410, 1.74187)  0.1006
H (-2.66101, -0.34036, 3.87494)  0.1112
C (-2.49249, 4.25660, 2.09144)  -0.0164
H (-0.38988, -1.31809, 3.83997)  0.1106
H (0.43283, -4.32224, -1.29212)  0.0970
H (-4.39251, -0.29930, -5.64395)  0.1059
C (-3.15906, 4.57128, 3.26305)  -0.0636
C (-2.07267, -0.31729, 2.96693)  -0.0674
H (4.37879, 4.90092, 0.26972)  0.1082
C (-2.80138, -3.33601, 0.56976)  -0.0713
H (-3.55604, 0.75088, 1.83740)  0.1145
H (-4.54979, -4.51005, -4.90351)  0.1070
P (-0.73175, -2.21781, -2.82709)  1.0483
H (-1.76170, -0.15050, -1.97578)  0.0415
H (4.91996, -3.34875, -1.81039)  0.1109

---

No. 3
A molecular structure, C35H36FGe2N3O3Pd in a non-equilibrium geometry, computed with wB97M-V/def2-TZVPD.

Summary:
Energy   -6125.6906 a.u.
Spin multiplicity   2
Total charge   +3
Highest occupied orbital energy (alpha / beta)   -16.8 / -16.8 eV
Energy above the lowest of the compared OMol25 structures with the same formula, charge and spin   2.393 eV
Gap between HOMO and LUMO (alpha / beta)   5.03 / 4.24 eV

Each line ends with the Löwdin charge.
Geometry (Å):
C (-1.48660, -4.90340, 1.93845)  -0.1845
H (0.97221, 1.29730, 3.96867)  0.1346
C (-2.76703, -4.06364, -2.65154)  -0.0163
C (2.76954, 5.40829, -0.30363)  -0.0381
H (0.53253, -2.79662, 3.72633)  0.0298
C (-3.21071, 0.47817, -1.01415)  -0.0990
H (4.56388, -4.80751, -1.14570)  0.1333
C (3.48648, 3.11864, -0.55222)  -0.1037
C (-2.70689, -3.40005, -3.87392)  0.0146
H (0.48577, 6.99998, -0.64870)  0.1278
C (3.65659, -4.24176, -0.97568)  -0.0001
H (-2.73876, -0.14774, -1.76043)  0.0786
C (-3.11050, -1.94643, 1.77753)  -0.1970
O (-0.19758, 0.88099, 2.30608)  -0.1845
H (5.53782, 2.45679, -0.65124)  0.1447
N (-0.17959, 3.20681, -0.65772)  0.0727
H (4.79226, 4.83558, -0.27361)  0.1477
H (-1.06261, -2.73198, 4.47910)  0.0565
H (-0.64870, -0.82854, -3.07014)  0.1105
Ge (-1.42641, -2.94259, 2.04180)  0.9377
Ge (-0.24121, -1.62004, -0.20498)  1.0459
C (-4.59386, 0.52033, -0.94267)  0.0333
C (-1.29234, -2.40460, -1.71818)  -0.3577
O (4.33043, 7.08967, -0.14433)  0.1361
C (3.76665, 4.50417, -0.36919)  0.0914
H (-0.39700, -1.27343, 3.71305)  0.0065
H (-2.15096, 3.66324, -0.99537)  0.1112
H (-4.94138, 2.76298, 1.58838)  0.1427
H (1.61095, -3.29998, 1.55411)  0.0800
H (-2.46536, 2.71932, 1.44375)  0.1136
H (1.97996, -0.18340, 1.51471)  0.0247
H (-1.88186, -5.20214, 2.91434)  0.0558
C (-2.03798, -3.58121, -1.57775)  -0.0720
H (-1.92601, -1.70994, -4.97203)  0.1303
C (-0.45976, -2.35606, 3.64629)  -0.1964
H (3.72073, -4.49558, 1.16599)  0.1290
C (-1.95336, -2.22941, -4.02285)  -0.0163
C (-2.46675, 1.24753, -0.14021)  -0.2035
F (-6.50628, 1.42524, 0.04635)  0.1319
H (-5.21269, -0.06633, -1.60805)  0.1396
C (2.14914, 2.68917, -0.58019)  -0.1531
H (-2.14747, -5.28905, 1.16710)  0.0257
C (0.31598, 5.93612, -0.66265)  0.0619
O (2.29951, 7.53825, 0.45243)  0.1114
C (2.79391, 0.50036, -0.88323)  -0.1210
C (1.77025, -3.04090, -1.85818)  -0.0867
C (1.08988, 3.65922, -0.54405)  -0.1414
C (3.17688, -4.08573, 0.32503)  -0.0244
C (-3.05519, 2.08652, 0.78942)  -0.1214
H (2.50150, -0.53003, -1.03919)  0.0796
C (-0.94787, 5.44816, -0.87792)  0.0178
C (-4.43756, 2.12964, 0.87041)  0.0348
H (-3.22830, -3.81035, -4.72955)  0.1351
H (-2.91198, -0.88556, 1.62863)  0.0008
C (2.08541, 0.11606, 2.55853)  -0.0615
C (4.49878, 2.15408, -0.68656)  0.0555
H (-2.05391, -4.11681, -0.63855)  0.0709
C (1.38866, 5.03745, -0.48137)  -0.0386
H (-0.49673, -5.34097, 1.82076)  0.0376
H (1.92777, -0.75739, 3.19051)  0.0693
H (1.21820, -2.66082, -2.70661)  0.1024
C (-1.16060, 4.07005, -0.84510)  -0.0905
H (-1.77520, 6.11721, -1.06568)  0.1332
C (-5.18839, 1.35508, -0.00492)  -0.2581
C (1.30887, -2.86436, -0.54723)  -0.3237
C (1.98750, -3.41472, 0.54517)  -0.1100
H (3.10235, 0.47191, 2.71679)  0.1009
Pd (-0.37174, 0.89151, -0.05737)  0.8011
C (2.96534, -3.71235, -2.06108)  -0.0235
H (1.42541, 2.17877, 2.50133)  0.1153
C (-1.23172, -1.73649, -2.95281)  -0.1421
H (4.89759, 0.07504, -1.01011)  0.1268
H (-3.69110, -2.07787, 2.69480)  0.0558
C (1.09338, 1.21243, 2.88849)  -0.2380
H (-3.68388, -2.33130, 0.93626)  0.0340
N (3.16794, 6.81110, 0.01771)  -0.3260
H (-0.87891, 1.37134, 2.78192)  0.1011
C (4.14645, 0.84049, -0.87513)  -0.0003
N (1.82271, 1.38821, -0.71984)  0.0381
H (3.33580, -3.83981, -3.06949)  0.1302
H (-3.35228, -4.96628, -2.53916)  0.1298

---

- Among the records above, which one has the highest total charge?
  C35H36FGe2N3O3Pd

---

- Which formula does entry 1 have?
  C35H36Cl2NO10PS2Ti

---

- Among the records above, which one has the lowest energy above the lowest of the compared OMol25 structures with the same formula, charge and spin?
  C35H36CoN3O3P2

---

- energy of number 2 (C35H36CoN3O3P2)?
  -3810.5148 a.u.